C34H49N10O2 | ωB97M-V/def2-TZVPD

Positions of all 95 atoms, in Å:
C: 4.4227 1.3426 -2.2957
C: 3.4424 2.1503 -3.1261
O: 3.8425 3.4829 -3.2855
C: 2.0170 2.0987 -2.4911
O: 1.6995 3.3236 -1.7644
N: 1.1896 3.0336 -0.5206
C: 1.9340 2.8349 0.5592
N: 3.0985 3.4602 0.8799
C: 3.6150 2.7475 2.0941
C: 2.7957 1.4658 2.1399
N: 1.5255 1.9555 1.5112
H: 4.2265 0.2805 -2.3876
H: 5.4371 1.5556 -2.6164
H: 4.3311 1.6339 -1.2460
H: 3.3509 1.7324 -4.1227
H: 4.2818 3.7694 -2.4869
H: 1.2635 1.9485 -3.2573
H: 1.9452 1.2638 -1.8003
H: 0.1832 2.9497 -0.4446
H: 3.8115 3.3505 0.1600
H: 3.4086 3.3509 2.9711
H: 4.6790 2.5562 2.0454
H: 2.6057 1.1149 3.1471
H: 3.2346 0.6610 1.5562
H: 0.9754 1.2288 1.0659
N: -1.4576 5.3964 -0.6288
C: -2.4828 5.5755 0.2683
C: -3.5945 5.9273 -0.4428
C: -3.2294 5.9674 -1.8178
C: -1.9064 5.6393 -1.9035
H: -0.5158 5.1654 -0.3827
H: -2.3316 5.4407 1.3255
H: -4.5639 6.1403 -0.0263
H: -3.8681 6.2175 -2.6472
H: -1.2478 5.5626 -2.7513
N: 3.1838 6.2483 -1.0883
C: 3.6696 7.3612 -0.4419
C: 4.1329 8.2273 -1.3911
C: 3.9155 7.6260 -2.6621
C: 3.3381 6.4086 -2.4452
H: 2.7711 5.4676 -0.6238
H: 3.6344 7.4420 0.6309
H: 4.5703 9.1919 -1.1991
H: 4.1558 8.0438 -3.6243
H: 3.0066 5.6484 -3.1304
N: -0.5492 -0.6124 2.3374
C: -1.6689 -0.0942 1.7320
C: -2.4048 -1.1452 1.2609
C: -1.7085 -2.3394 1.5992
C: -0.5706 -1.9820 2.2640
H: 0.1646 -0.0743 2.7868
H: -1.8498 0.9676 1.7014
H: -3.3452 -1.0677 0.7415
H: -2.0134 -3.3486 1.3838
H: 0.2173 -2.5784 2.6901
N: 0.1725 1.8408 5.0035
C: -0.1363 0.7257 5.7496
C: -0.6108 1.1575 6.9549
C: -0.5886 2.5795 6.9431
C: -0.1039 2.9735 5.7293
H: 0.5348 1.8418 4.0709
H: -0.0011 -0.2683 5.3583
H: -0.9422 0.5249 7.7601
H: -0.8997 3.2359 7.7373
H: 0.0630 3.9544 5.3190
N: -3.0432 -5.2943 -1.3233
C: -2.4963 -6.3739 -1.9633
C: -1.4318 -5.9300 -2.6969
C: -1.3330 -4.5250 -2.4935
C: -2.3376 -4.1633 -1.6370
H: -3.8515 -5.3279 -0.7318
H: -2.9128 -7.3591 -1.8485
H: -0.8026 -6.5438 -3.3192
H: -0.6100 -3.8573 -2.9311
H: -2.6150 -3.2038 -1.2360
N: -4.2511 -5.1020 2.8707
C: -4.5671 -6.2140 3.6056
C: -5.0620 -5.7910 4.8078
C: -5.0424 -4.3689 4.7996
C: -4.5396 -3.9727 3.5910
H: -3.8602 -5.1153 1.9493
H: -4.4137 -7.2036 3.2121
H: -5.3998 -6.4284 5.6068
H: -5.3621 -3.7138 5.5919
H: -4.3587 -2.9920 3.1857
N: 0.8261 -8.0886 -5.4278
C: -0.2619 -7.5425 -6.0555
C: -1.0165 -8.5696 -6.5524
C: -0.3587 -9.7832 -6.2107
C: 0.7740 -9.4536 -5.5183
H: 1.5533 -7.5694 -4.9748
H: -0.4057 -6.4766 -6.0931
H: -1.9374 -8.4649 -7.0999
H: -0.6811 -10.7824 -6.4484
H: 1.5428 -10.0694 -5.0853

Charge ... +1
E ... -2022.59312 hartree
Kohn-Sham gap ... 0.1906 Eh
Multiplicity ... 1
Energy relative to the best compared isomer or geometry (same formula, charge and spin) ... 3.227 eV

***

C34H49NOPPdS | ωB97M-V/def2-TZVPD

Positions of all 88 atoms, in Å:
Pd: 0.6100 0.4792 0.2051
O: 2.0042 0.5514 1.8333
N: 3.0195 1.4005 1.7367
C: 3.8311 1.4684 2.8159
C: 4.9104 2.3019 2.8427
C: 5.1675 3.0955 1.7189
C: 4.3336 3.0166 0.6386
C: 3.2183 2.1568 0.6308
S: 2.1513 2.0708 -0.7108
H: 3.5340 0.8097 3.6176
H: 5.5362 2.3287 3.7221
H: 6.0178 3.7646 1.7025
H: 4.4986 3.6128 -0.2475
C: 0.1579 3.5928 3.0601
C: -1.0262 3.8863 2.1371
C: -2.2589 4.3119 2.9360
C: -1.3242 2.6972 1.2544
C: -1.2253 2.7816 -0.1192
C: -1.4099 1.6781 -0.9737
C: -1.5471 2.0484 -2.4478
C: -1.0198 1.0991 -3.5129
C: -3.0236 2.3806 -2.7183
C: -1.6862 0.4059 -0.4047
C: -1.9289 0.3492 1.0067
C: -1.7115 1.4723 1.7979
C: -2.6059 -0.8506 1.6419
C: -2.1843 -1.1036 3.0927
C: -4.1249 -0.6313 1.5995
C: -1.9148 -0.8153 -1.2474
C: -3.1763 -1.0094 -1.7494
C: -3.5137 -2.0904 -2.5872
C: -2.4852 -2.9878 -2.9294
C: -1.2161 -2.8412 -2.4385
C: -0.8456 -1.7604 -1.5458
P: 0.7515 -1.6576 -0.8349
C: 1.0672 -3.0243 0.4471
C: 2.5296 -3.1551 0.8737
C: 0.2746 -2.6193 1.6877
C: 0.5149 -4.3730 -0.0277
C: 2.1391 -1.7978 -2.1252
C: 2.3708 -3.2077 -2.6880
C: 1.7547 -0.8853 -3.2882
C: 3.4784 -1.2868 -1.5693
H: 0.4154 4.4765 3.6479
H: 1.0365 3.2899 2.4858
H: -0.0782 2.7839 3.7560
H: -0.7425 4.7110 1.4774
H: -2.5762 3.5154 3.6133
H: -3.0961 4.5425 2.2757
H: -2.0428 5.1953 3.5399
H: -0.9771 3.7360 -0.5710
H: -0.9891 2.9838 -2.5556
H: -1.4859 0.1154 -3.4705
H: 0.0557 0.9786 -3.4299
H: -1.2289 1.5327 -4.4943
H: -3.6188 1.4680 -2.7604
H: -3.1161 2.8873 -3.6813
H: -3.4402 3.0323 -1.9476
H: -1.8733 1.3915 2.8670
H: -2.3904 -1.7232 1.0249
H: -2.7174 -0.4379 3.7768
H: -1.1167 -0.9594 3.2507
H: -2.4341 -2.1259 3.3827
H: -4.3907 0.2731 2.1538
H: -4.6384 -1.4769 2.0629
H: -4.4898 -0.5319 0.5786
H: -3.9399 -0.2768 -1.5078
H: -4.5191 -2.2096 -2.9656
H: -2.6947 -3.8178 -3.5961
H: -0.4714 -3.5686 -2.7303
H: 2.9531 -2.1894 1.1599
H: 3.1586 -3.6046 0.1075
H: 2.5739 -3.8096 1.7504
H: 0.6197 -1.6623 2.0847
H: 0.4097 -3.3753 2.4683
H: -0.7884 -2.5509 1.4672
H: 1.0441 -4.7740 -0.8890
H: -0.5415 -4.2923 -0.2851
H: 0.6109 -5.0988 0.7876
H: 1.4839 -3.6315 -3.1534
H: 2.7369 -3.9042 -1.9372
H: 3.1408 -3.1353 -3.4629
H: 0.7788 -1.1373 -3.7027
H: 2.5092 -0.9834 -4.0747
H: 1.7468 0.1571 -2.9697
H: 3.9558 -1.9908 -0.8936
H: 3.3683 -0.3306 -1.0591
H: 4.1576 -1.1347 -2.4144

<S²> ... 3.78
E ... -2322.27847 hartree
Kohn-Sham gap (alpha / beta) ... 0.1498 / 0.2422 Eh
Multiplicity ... 4

***

C34H50AuBIN6O2 | ωB97M-V/def2-TZVPD

Positions of all 95 atoms, in Å:
Au: -1.0707 -1.2801 0.0463
C: -2.1059 -3.5155 -1.8342
C: -1.5261 -2.9815 -3.1417
C: -0.5879 -4.0162 -3.7784
C: -0.8084 -1.6623 -3.0337
C: -0.4951 -0.7902 -4.0727
C: 0.1728 0.2890 -3.5121
C: 0.5346 1.5627 -4.2338
C: 2.0231 1.9172 -4.2737
C: -0.3236 2.7210 -3.7079
N: 0.2959 0.0503 -2.1903
N: -0.3123 -1.1441 -1.9034
B: 0.9398 0.8462 -1.0098
N: 1.6922 -0.1687 -0.1158
N: 0.9830 -1.0633 0.6345
C: 1.8254 -1.8882 1.2772
C: 3.1138 -1.4612 0.9696
C: 3.0078 -0.4127 0.0714
C: 4.1656 0.1697 -0.7006
C: 4.3990 1.6782 -0.5906
C: 4.0972 -0.3138 -2.1569
C: 1.4675 -3.0780 2.1275
C: 0.2410 -3.8482 1.6379
C: 1.3412 -2.6919 3.6079
N: -0.2319 1.4928 -0.1818
N: -1.4399 0.8612 -0.2167
C: -2.3943 1.6591 0.3127
C: -1.7861 2.8671 0.6091
C: -0.4273 2.7315 0.3177
C: 0.6362 3.7519 0.6020
C: 1.7230 3.1605 1.5086
C: 1.1990 4.4516 -0.6424
C: -3.8487 1.3098 0.4449
C: -4.2733 0.1420 -0.4448
C: -4.2330 1.0782 1.9130
H: -2.6497 -4.4445 -2.0129
H: -2.8239 -2.8196 -1.3824
H: -1.3136 -3.7557 -1.1124
H: -2.3570 -2.8120 -3.8283
H: 0.2494 -4.2372 -3.1094
H: -0.1816 -3.6556 -4.7243
H: -1.1283 -4.9449 -3.9708
H: -0.7355 -0.9168 -5.1197
H: 0.2320 1.3728 -5.2628
H: 2.4162 2.1701 -3.2876
H: 2.1628 2.7859 -4.9196
H: 2.6183 1.0976 -4.6812
H: -0.1492 2.8867 -2.6423
H: -1.3878 2.5194 -3.8522
H: -0.0759 3.6439 -4.2382
H: 1.6835 1.6798 -1.4098
H: 4.0315 -1.9006 1.3328
H: 5.0335 -0.3035 -0.2431
H: 3.6122 2.2653 -1.0690
H: 5.3407 1.9207 -1.0865
H: 4.4800 1.9941 0.4514
H: 3.1227 -0.1025 -2.5975
H: 4.2656 -1.3907 -2.2165
H: 4.8592 0.1853 -2.7595
H: 2.3259 -3.7449 2.0353
H: -0.6801 -3.3196 1.8789
H: 0.1795 -4.8183 2.1313
H: 0.2859 -4.0312 0.5571
H: 0.4268 -2.1274 3.7882
H: 2.1885 -2.0865 3.9334
H: 1.3123 -3.5927 4.2230
H: -2.2757 3.7543 0.9882
H: 0.1125 4.5153 1.1771
H: 2.1462 2.2508 1.0853
H: 1.3186 2.9172 2.4942
H: 2.5322 3.8814 1.6423
H: 1.7378 3.7634 -1.2967
H: 1.8955 5.2295 -0.3262
H: 0.4049 4.9247 -1.2243
H: -4.3749 2.2009 0.0970
H: -3.8232 -0.7976 -0.1114
H: -4.0097 0.3182 -1.4926
H: -5.3550 0.0139 -0.3846
H: -3.8032 0.1454 2.2779
H: -5.3175 1.0136 2.0055
H: -3.8830 1.8896 2.5531
I: -0.0586 1.7716 7.1260
C: -0.8913 0.5305 5.6732
C: -1.5100 -0.6530 6.0491
C: -2.0577 -1.4771 5.0736
C: -1.9830 -1.1282 3.7312
C: -1.3669 0.0695 3.3753
C: -0.8188 0.9039 4.3403
C: -2.5840 -2.0630 2.7188
O: -3.2067 -3.0451 3.0238
O: -2.4071 -1.7318 1.4301
H: -1.5697 -0.9333 7.0926
H: -2.5418 -2.4070 5.3434
H: -1.3103 0.3678 2.3358
H: -0.3369 1.8326 4.0577

Charge ... +1
<S²> ... 2.02
E ... -2262.59100 hartree
Kohn-Sham gap (alpha / beta) ... 0.2600 / 0.1008 Eh
Multiplicity ... 3
Energy relative to the best compared isomer or geometry (same formula, charge and spin) ... 1.347 eV

***

C34H50ClFGeN3O3SiTl | ωB97M-V/def2-TZVPD

Positions of all 95 atoms, in Å:
Tl: 12.7892 13.1197 14.7074
C: 15.7267 18.4708 16.9855
C: 15.1793 17.9851 15.6308
C: 13.9674 18.8590 15.2921
C: 16.2338 18.0629 14.5670
O: 14.6842 16.6353 15.6858
Ge: 15.5283 15.1329 16.2575
O: 14.0737 14.1262 16.9434
C: 13.2784 14.3113 18.1822
C: 14.2485 14.6583 19.2558
C: 12.3488 15.4937 17.9694
C: 12.5912 12.9787 18.5137
O: 15.8284 14.1949 14.6803
C: 17.1494 13.5071 14.4873
C: 17.2723 12.4694 15.6569
C: 18.2582 14.5359 14.5677
C: 17.0148 12.7601 13.1687
H: 16.1867 19.4764 16.7511
H: 15.0225 18.7320 17.7896
H: 16.4788 17.7834 17.3724
H: 14.3462 19.8535 15.0051
H: 13.4566 18.3361 14.4057
H: 13.2169 19.0877 16.0460
H: 16.7514 19.0555 14.5377
H: 17.0919 17.3661 14.8343
H: 15.9394 17.7833 13.5127
H: 14.7154 15.6519 19.2387
H: 13.6786 14.5380 20.2492
H: 15.0768 13.9337 19.2674
H: 12.8356 16.4929 17.9423
H: 11.7427 15.4923 17.0269
H: 11.7145 15.6745 18.9146
H: 13.3796 12.2195 18.4946
H: 12.0722 13.0528 19.4463
H: 11.9830 12.6556 17.6723
H: 17.4220 12.9280 16.6318
H: 16.3438 11.9073 15.7412
H: 18.0516 11.7378 15.3637
H: 18.2616 15.0484 15.4914
H: 19.3134 14.1387 14.4058
H: 18.0687 15.2842 13.7480
H: 16.0240 12.2386 13.1747
H: 17.0996 13.4734 12.3383
H: 17.8810 12.0753 12.9802
C: 8.4564 10.7667 15.6681
Si: 9.3724 11.7315 14.3346
C: 9.3466 13.6370 14.8333
C: 8.7564 11.5869 12.6057
N: 11.0806 11.2444 14.5232
C: 11.4565 10.0025 14.7199
C: 10.8064 8.9299 14.0191
C: 11.2878 7.6140 14.0419
C: 12.3976 7.3419 14.8394
C: 13.0483 8.3145 15.5890
C: 12.5894 9.5976 15.4931
F: 13.3582 10.5530 16.1315
H: 8.9695 10.4504 16.5888
H: 8.0954 9.8803 15.0726
H: 7.5947 11.3301 15.9942
H: 8.8395 14.2812 14.0974
H: 10.3459 14.0391 14.8926
H: 8.8971 13.8151 15.8310
H: 7.7912 11.0502 12.5161
H: 9.5034 11.1084 11.9971
H: 8.5667 12.5904 12.1071
H: 10.0518 9.2524 13.3000
H: 10.7705 6.8291 13.4909
H: 12.7834 6.2719 14.7898
H: 13.9496 8.1324 16.1849
Cl: 6.0900 20.7290 14.9694
C: 7.4421 19.6949 14.7087
C: 7.6514 19.0698 13.4313
C: 8.7545 18.2748 13.1887
C: 9.7051 18.1028 14.2272
C: 10.8803 17.3707 13.9827
C: 9.4994 18.7221 15.4947
C: 8.3841 19.4759 15.7528
H: 6.9874 19.3114 12.5982
H: 8.8885 17.7075 12.2664
H: 11.5632 17.1621 14.8016
H: 11.1766 17.0253 12.9812
H: 10.3324 18.6118 16.1390
H: 8.1240 19.8779 16.7308
N: 15.9764 13.0878 8.6273
C: 15.2943 13.6507 9.3874
C: 14.2473 14.2788 10.1613
C: 14.5092 14.7948 11.4159
C: 13.4919 15.4751 12.0279
N: 12.2599 15.5344 11.5497
C: 11.9243 14.8855 10.4266
C: 12.9070 14.3101 9.6255
H: 15.5563 14.7749 11.8832
H: 13.7086 16.0996 12.9033
H: 10.8807 14.8000 10.2545
H: 12.6977 13.7767 8.7119

Charge ... +1
<S²> ... 0.76
E ... -4814.16505 hartree
Kohn-Sham gap (alpha / beta) ... 0.0691 / 0.0688 Eh
Multiplicity ... 2
Energy relative to the best compared isomer or geometry (same formula, charge and spin) ... 1.212 eV

***

C34H50HfN3OP2S | ωB97M-V/def2-TZVPD

Positions of all 92 atoms, in Å:
C: -1.8106 -1.5479 -1.6035
C: 0.4770 -1.7839 -1.4542
C: -1.8634 -2.3614 -2.7203
C: 0.4614 -2.7967 -2.4251
C: -0.7366 -3.0875 -3.0717
H: -2.7921 -2.4438 -3.2730
H: 1.4134 -3.2269 -2.7543
H: -0.7763 -3.8068 -3.8825
N: -0.7058 -1.5103 -0.8087
P: -2.8791 0.0503 0.4343
P: 3.0081 -0.3328 0.2521
C: -2.8840 -0.5174 -1.3294
H: -2.7181 0.3772 -1.9616
H: -3.8456 -0.9421 -1.6327
C: 0.8596 1.4595 2.0711
O: 1.6462 2.2265 2.4801
C: 1.5289 -0.7555 -1.4381
H: 2.3246 -1.0637 -2.1082
C: 4.3081 0.4511 -1.0122
C: 3.5939 -0.9842 1.9065
C: -3.4841 1.8434 0.4560
C: -4.0683 -1.2553 1.1404
C: 4.1020 1.9676 -0.9097
H: 4.1415 2.3214 0.1268
H: 4.8948 2.4656 -1.4891
H: 3.1341 2.2563 -1.3408
C: 5.7288 0.0346 -0.6097
H: 6.0019 0.3525 0.3985
H: 5.8526 -1.0538 -0.6948
H: 6.4398 0.5079 -1.3056
C: 4.2497 0.0807 -2.5119
H: 5.0270 0.6985 -2.9953
H: 4.5108 -0.9741 -2.6669
H: 3.3146 0.3100 -3.0454
C: 4.4740 0.0802 2.5686
H: 3.8602 0.9478 2.8459
H: 4.9246 -0.3473 3.4766
H: 5.2787 0.4409 1.9269
C: 2.4930 -1.3218 2.9302
H: 1.9001 -0.4425 3.2104
H: 1.8017 -2.1079 2.5991
H: 2.9924 -1.6866 3.8438
C: 4.2726 -2.2709 1.4436
H: 5.1503 -2.0879 0.8131
H: 4.5851 -2.8482 2.3235
H: 3.5606 -2.8826 0.8639
C: -4.4256 -0.8581 2.5796
H: -5.0221 -1.6686 3.0290
H: -3.5290 -0.7248 3.2003
H: -5.0336 0.0568 2.6223
C: -3.3295 -2.6058 1.1495
H: -2.9984 -2.9083 0.1487
H: -2.4562 -2.6083 1.8160
H: -4.0214 -3.3782 1.5200
C: -5.3460 -1.4386 0.2979
H: -6.0279 -2.0937 0.8622
H: -5.8790 -0.5036 0.0949
H: -5.1457 -1.9444 -0.6547
C: -2.6902 2.6703 -0.5804
H: -3.0057 2.4436 -1.6084
H: -2.8939 3.7385 -0.3990
H: -1.5996 2.5281 -0.5177
C: -3.2520 2.4219 1.8656
H: -2.1832 2.5068 2.1122
H: -3.6774 3.4368 1.9049
H: -3.7347 1.8248 2.6501
C: -4.9763 1.8860 0.1024
H: -5.1798 1.4443 -0.8832
H: -5.6025 1.3954 0.8591
H: -5.2949 2.9393 0.0584
Hf: -0.3770 -0.0640 0.9373
N: 0.4748 1.1352 -0.4167
C: 1.0632 0.5920 -1.4661
C: 1.0859 1.4265 -2.6927
C: 1.0110 2.8182 -2.5258
C: 1.0964 0.8741 -3.9921
C: 0.9022 3.6611 -3.6250
H: 1.0394 3.1976 -1.4978
C: 1.0177 1.7260 -5.0973
H: 1.1515 -0.2087 -4.1216
C: 0.8992 3.1152 -4.9180
H: 0.8243 4.7435 -3.4608
H: 1.0375 1.3056 -6.1070
H: 0.8061 3.7879 -5.7740
S: -1.1354 -2.5962 4.8829
C: -1.4182 -0.9093 5.2432
C: -1.1623 -0.1019 4.1645
N: -0.7524 -0.8332 3.0267
C: -0.6910 -2.1769 3.2809
H: -1.7481 -0.5598 6.2129
H: -1.2202 0.9860 4.1011
H: -0.3477 -2.9115 2.5493

Charge ... +3
E ... -2692.94279 hartree
Kohn-Sham gap (alpha / beta) ... 0.2033 / 0.1888 Eh
Multiplicity ... 1